{
  "formula": "C3H7NO",
  "method": "ωB97M-V/def2-TZVPD",
  "e_tot_ev": -6760.3074,
  "relative_energy_kj_mol": 235.71,
  "smiles": "CC(C)=NO",
  "lumo_ha": 0.0302,
  "gap_ev": 10.4168,
  "total_charge": 0,
  "elements": ["C", "C", "C", "H", "H", "H", "H", "H", "H", "H", "N", "O"],
  "xyz": [[-0.74, 1.36, 0.51], [-0.34, -0.02, 0.09], [1.09, -0.20, -0.35], [-0.14, 1.64, 1.38], [-0.50, 2.05, -0.31], [-1.83, 1.32, 0.77], [1.18, -0.65, -1.38], [1.62, -0.88, 0.34], [1.61, 0.76, -0.32], [0.07, -2.21, -0.64], [-1.21, -0.94, 0.13], [-0.82, -2.23, -0.22]],
  "nbo_charge": [-0.641, 0.200, -0.712, 0.218, 0.217, 0.242, 0.225, 0.234, 0.235, 0.443, -0.109, -0.552]
}